{"formula": "C44H44N6P2S2SeTl", "method": "the ωB97M-V functional and the def2-TZVPD basis", "symbols": ["C", "C", "C", "C", "N", "H", "N", "H", "C", "H", "H", "H", "H", "C", "N", "Se", "H", "H", "H", "H", "C", "C", "C", "C", "C", "C", "S", "C", "H", "C", "H", "C", "H", "H", "H", "Tl", "C", "C", "N", "C", "C", "H", "C", "H", "H", "H", "H", "P", "C", "H", "C", "H", "C", "H", "C", "C", "C", "H", "H", "C", "H", "H", "C", "H", "H", "H", "H", "H", "H", "H", "C", "H", "H", "H", "N", "H", "H", "C", "C", "S", "C", "H", "H", "H", "C", "C", "H", "C", "C", "C", "C", "N", "C", "C", "H", "C", "C", "P", "C", "C"], "coordinates": [[2.9598, -1.2387, 1.7196], [-2.5931, -1.7164, -5.7884], [-0.9056, -3.4785, -1.4861], [-1.6702, -2.0682, -3.1606], [-2.0653, 0.3027, -2.7007], [-0.0360, 1.5184, 5.3790], [-2.0834, -3.9426, 3.6050], [5.6139, -0.7261, -3.9670], [-1.2630, -4.4160, -3.6387], [-1.2688, -5.2445, -4.3358], [-0.2316, 3.7097, 0.6191], [-3.7472, -2.6072, 1.1682], [4.9349, -2.9224, -4.8723], [-2.9788, 2.2203, 4.2549], [-3.7748, -1.7050, -0.2783], [-2.3354, 1.7496, 0.1456], [-3.9894, -0.0866, 3.6789], [0.6269, 2.9394, -5.6918], [3.1093, 0.5974, -0.3514], [-2.1900, -3.7912, -6.0751], [0.9915, 1.7178, -3.9714], [-2.2390, 2.3277, 1.9792], [-1.7709, 4.1253, 3.4865], [3.5235, -1.0451, 2.9768], [2.4434, -0.8458, -2.7685], [-2.3296, -3.2318, 2.5009], [-5.3886, -1.6828, -2.5427], [0.8249, 4.1159, -3.9074], [-1.3239, 5.0950, 3.6756], [-2.1679, -2.9490, -5.3964], [-4.3091, -3.6338, 2.4876], [-2.4311, 3.4693, 4.5165], [2.6576, -3.7833, -4.4517], [5.0376, -3.6681, 0.5798], [4.0226, 0.6143, -2.6540], [-1.6288, -0.6964, -0.0964], [5.1737, -2.7347, 2.5096], [0.5751, 1.6997, 4.5049], [-3.5476, -3.1703, 2.0172], [-1.6537, 3.5776, 2.2167], [1.3436, 2.8509, 4.4179], [1.0828, 5.0193, -1.9791], [-0.8537, -4.5811, -2.3498], [-4.2656, 0.3067, 1.9716], [5.0630, -1.6318, 4.3443], [1.0718, -2.4603, -3.1006], [-2.8004, -4.4826, 4.0612], [1.2604, 0.0835, -1.7360], [1.2456, 2.8861, -1.8838], [3.1128, -0.3054, 3.6511], [0.7948, 2.9256, -4.6232], [-3.4907, 1.6884, 5.0489], [2.1069, 3.0952, 3.2842], [-2.8614, 0.3446, -5.2193], [3.5085, -2.1980, 0.8649], [2.9603, -2.8264, -4.0475], [1.3662, 1.0095, 2.3308], [1.4181, 2.8683, -0.8159], [-0.5137, -5.5345, -1.9730], [2.1235, 2.1747, 2.2470], [-1.1477, -3.9769, 3.9727], [0.6760, 5.0578, -4.4171], [2.0668, -2.0803, -3.2880], [-0.6232, -3.5944, -0.4461], [-1.1711, 0.7887, -2.6991], [-1.6283, 4.7506, 0.4055], [6.0362, -3.3107, 2.8162], [3.0744, -2.3602, -0.1167], [-1.5763, 4.4573, 6.2258], [2.7368, 2.3576, 1.3723], [0.5795, 0.7871, 3.4605], [-0.3881, 5.1831, 1.5863], [-2.7569, -0.4362, 2.4732], [2.6995, 3.9981, 3.2142], [-1.2900, -2.2782, -1.8591], [-3.2147, 4.9638, 5.8436], [-2.7842, 0.9788, -2.9388], [4.6137, -2.9356, 1.2539], [-0.9339, 4.3495, 1.1476], [-0.9572, -2.4244, 1.8047], [-2.0741, -0.7818, -3.6139], [-2.9700, -1.5578, -6.7885], [1.3408, 3.5655, 5.2299], [-0.0215, -0.1133, 3.5257], [1.0537, 4.0939, -2.5390], [-4.4617, -1.6926, -1.2450], [0.9789, 0.7926, -4.5376], [4.6268, -1.7936, 3.3677], [4.6207, -1.1076, -3.7728], [4.2367, -2.3427, -4.2841], [1.2221, 1.6898, -2.5942], [2.1135, 0.4018, -0.3007], [-1.6973, -3.1485, -4.0794], [-3.5211, 0.2846, 2.7680], [-2.9393, 3.4005, 6.6082], [3.7264, -0.3608, -3.0254], [-2.5463, 4.1021, 5.8745], [1.4941, -0.3371, 1.1119], [-2.5322, -0.6342, -4.8942], [-2.9065, 1.6354, 2.9966]], "atomic_forces_ev_per_a": [[-0.04, -0.06, -0.08], [0.00, -0.01, -0.03], [0.05, 0.07, 0.03], [-0.02, -0.10, -0.03], [0.00, 0.13, 0.27], [-0.01, 0.00, 0.01], [-0.01, -0.04, 0.04], [0.02, 0.01, 0.00], [0.00, -0.01, 0.01], [0.00, -0.01, -0.01], [0.08, -0.05, -0.06], [0.00, -0.09, -0.05], [0.01, -0.01, -0.01], [0.03, 0.01, 0.01], [0.17, 0.11, 0.10], [0.22, -0.10, 0.05], [-0.03, 0.02, 0.01], [0.00, 0.00, -0.02], [-0.10, 0.07, 0.04], [0.00, -0.01, -0.01], [0.02, 0.03, 0.01], [-0.14, -0.14, -0.11], [0.01, -0.01, 0.04], [0.01, -0.02, -0.01], [-0.03, 0.01, 0.01], [0.12, 0.00, -0.05], [-0.04, -0.01, -0.11], [0.01, -0.02, 0.02], [0.00, 0.02, 0.01], [0.01, -0.02, 0.01], [-0.01, -0.01, 0.00], [0.01, -0.03, -0.01], [0.00, -0.02, -0.01], [0.01, -0.01, -0.01], [0.01, 0.02, 0.00], [-0.30, 0.01, -0.33], [-0.01, 0.01, 0.00], [-0.01, 0.01, -0.03], [0.03, 0.03, 0.08], [0.02, -0.02, 0.02], [-0.02, 0.02, -0.02], [0.00, 0.02, 0.01], [0.02, -0.04, -0.04], [-0.03, 0.02, -0.05], [0.01, 0.00, 0.01], [-0.05, -0.03, 0.01], [0.01, 0.02, 0.01], [0.06, 0.03, -0.08], [0.00, 0.00, 0.00], [0.00, 0.01, 0.01], [0.01, -0.01, 0.02], [-0.01, -0.01, 0.02], [-0.02, 0.01, -0.02], [0.00, 0.02, 0.00], [0.01, 0.00, 0.02], [0.00, 0.01, 0.00], [0.15, -0.09, 0.08], [-0.01, -0.01, 0.06], [0.00, -0.01, 0.00], [-0.02, 0.00, -0.03], [-0.04, -0.01, -0.03], [-0.01, 0.02, -0.01], [0.07, 0.03, 0.01], [-0.02, 0.00, -0.04], [-0.05, 0.01, -0.01], [0.01, 0.00, 0.00], [0.02, -0.01, 0.00], [0.00, 0.00, -0.02], [0.01, 0.00, 0.00], [0.01, 0.02, 0.01], [-0.02, 0.01, -0.06], [0.00, 0.02, 0.01], [0.01, -0.02, 0.05], [0.01, 0.01, 0.00], [0.04, -0.04, 0.01], [-0.01, 0.01, 0.00], [0.01, -0.07, 0.08], [-0.01, -0.01, 0.00], [-0.02, 0.04, 0.02], [-0.09, 0.04, 0.10], [-0.02, -0.06, 0.04], [-0.01, 0.00, -0.03], [0.00, 0.02, 0.02], [-0.02, -0.02, 0.01], [0.00, 0.01, -0.04], [0.00, 0.06, -0.01], [0.00, -0.02, -0.02], [-0.02, 0.00, -0.01], [-0.02, 0.01, 0.01], [-0.02, 0.00, 0.01], [0.01, -0.01, 0.02], [-0.07, -0.21, 0.02], [0.00, 0.10, 0.07], [-0.01, 0.09, 0.02], [-0.01, -0.01, 0.01], [0.00, 0.00, -0.03], [0.01, 0.00, 0.00], [-0.05, 0.34, 0.01], [0.05, -0.01, 0.00], [0.06, -0.01, -0.04]], "mulliken_charge": [0.60, -0.86, -0.16, 0.07, -0.02, 0.45, -0.40, 0.44, -1.00, 0.47, 0.09, 0.19, 0.42, -1.16, -0.74, 0.04, 0.42, 0.45, 0.45, 0.44, -0.37, 0.80, -0.59, -0.49, 0.02, 0.63, -0.37, -0.64, 0.37, -0.93, 0.24, 0.49, 0.47, 0.45, 0.38, 1.33, -0.53, -0.57, -0.12, 0.73, -0.72, 0.47, -1.17, 0.41, 0.43, 0.10, 0.20, 1.25, -0.26, 0.40, -0.64, 0.31, -0.86, 0.49, -0.42, -0.61, 1.33, 0.13, 0.53, -0.31, 0.21, 0.40, 0.38, 0.23, -0.26, 0.46, 0.39, 0.21, 0.34, 0.35, -0.25, 0.39, -0.29, 0.41, 0.80, 0.39, 0.30, -0.70, -1.87, -0.29, -0.07, 0.44, 0.42, 0.13, -0.52, 0.17, 0.44, -0.76, -0.86, -0.56, -0.41, 0.46, 1.15, -1.11, 0.37, -0.71, -1.73, -0.49, -0.46, 0.93], "max_force_ev_per_a": 0.4, "spin_multiplicity": 1, "homo_ev": -10.18, "charge": 1, "total_energy_ha": -6084.55835, "de_lowest_kcal_mol": 5.91}